[1]
Density functional theory data (wB97M-V/def2-TZVPD) for one molecule with the formula C3H5BN2O2 at a distorted geometry.

Summary:
SMILES ... OB(O)c1ncc[nH]1
E ... -10945.7428 eV
Frontier orbital gap ... 8.941 eV
Total charge ... 0

Each line ends with the Mulliken charge.
Cartesian coordinates (Å):
O: -2.26583 -1.23609 -0.00704  -0.524
B: -1.47042 -0.14651 0.20071  0.557
O: -1.98652 1.15182 0.00674  -0.590
C: 0.05517 -0.20973 0.32961  0.131
N: 0.80087 -1.28447 0.25698  -0.506
C: 2.04765 -0.87604 -0.05060  -0.484
C: 2.11564 0.51422 -0.04865  -0.316
N: 0.84251 0.89174 0.15878  0.013
H: -3.11407 -1.18354 -0.51781  0.300
H: -2.89907 1.09358 0.03236  0.256
H: 2.70334 -1.55356 -0.45659  0.438
H: 2.88121 1.12021 -0.09993  0.523
H: 0.28951 1.71836 0.19543  0.203

[2]
Density functional theory data (wB97M-V/def2-TZVPD) for a 3-piece molecular cluster, C6H18O6 overall at a distorted geometry.

Summary:
SMILES ... OCCO.OCCO.OCCO
E ... -18795.5550 eV
Frontier orbital gap ... 10.592 eV
Total charge ... 0

Each line ends with the Mulliken charge.
Cartesian coordinates (Å):
O: 2.90490 -1.00622 1.54964  -0.459
C: 4.28249 -1.16976 1.58251  -0.399
C: 4.61795 -2.01586 0.35299  -0.419
O: 4.32809 -1.57539 -0.91734  -0.503
H: 2.77292 -0.98472 0.59900  0.272
H: 4.71579 -0.17462 1.48221  0.273
H: 4.46364 -1.50626 2.60332  0.267
H: 4.12225 -2.95201 0.60989  0.250
H: 5.69727 -2.09698 0.48175  0.365
H: 5.14480 -1.63141 -1.41879  0.340
O: 0.07450 -2.19759 0.01363  -0.525
C: -0.42558 -0.94035 0.46613  -0.034
C: -1.48635 -0.85950 1.50988  -0.576
O: -2.65981 -1.55404 1.04373  -0.492
H: 0.28883 -2.70387 0.80061  0.319
H: 0.40755 -0.29265 0.73904  0.262
H: -0.93102 -0.46343 -0.37362  0.001
H: -1.81452 0.17107 1.64528  0.295
H: -1.14753 -1.07758 2.52267  0.466
H: -2.96974 -1.90801 1.88054  0.308
O: -2.78585 1.71777 -2.85230  -0.514
C: -3.19226 1.85082 -1.47402  -0.264
C: -3.78709 3.28904 -1.38062  -0.331
O: -2.91728 4.38036 -1.68235  -0.466
H: -2.00956 2.23607 -3.07665  0.286
H: -3.95357 1.11612 -1.21184  0.302
H: -2.38790 1.54913 -0.80313  0.090
H: -4.15503 3.38026 -0.35866  0.327
H: -4.76514 3.29180 -1.86180  0.240
H: -2.43289 4.12793 -2.47181  0.318

[3]
Density functional theory data (wB97M-V/def2-TZVPD) for a 9-piece molecular cluster, C39H47N7O6 overall at a distorted geometry.

Summary:
SMILES ... O=C1OCCO1.O=C1OCCO1.c1ccncc1.c1ccncc1.c1ccncc1.c1ccncc1.c1ccncc1.CCCC#N.CCCC#N
E ... -63917.9460 eV
Frontier orbital gap ... 9.546 eV
Total charge ... 0

Each line ends with the Mulliken charge.
Cartesian coordinates (Å):
O: -4.39845 -0.45161 3.28368  -0.580
C: -4.39184 -1.45074 2.61157  0.602
O: -3.34392 -1.95340 1.98562  -0.109
C: -3.70731 -3.07801 1.25251  -0.154
C: -5.24914 -3.13932 1.36637  -0.394
O: -5.46771 -2.11008 2.29051  -0.383
H: -3.36067 -2.89519 0.23539  0.044
H: -3.27898 -3.98122 1.68706  0.360
H: -5.49403 -4.15801 1.66703  0.308
H: -5.58796 -2.89906 0.35861  0.305
O: -1.92139 4.31632 0.18653  -0.622
C: -1.73652 3.56383 1.16519  0.668
O: -0.63364 3.07343 1.45442  -0.189
C: -0.71219 2.05484 2.45795  0.513
C: -2.01691 2.44457 3.13965  -0.330
O: -2.67748 3.23796 2.15242  -0.369
H: -0.72672 1.07924 1.97205  -0.357
H: 0.16132 2.18796 3.09621  0.143
H: -1.70141 2.95478 4.04973  0.249
H: -2.60896 1.59270 3.47418  0.299
C: -1.61855 -2.99789 -3.56884  -0.359
C: -2.18086 -4.14586 -4.08844  -0.440
C: -1.30296 -5.14271 -4.56176  -0.291
N: 0.01839 -5.01216 -4.47305  -0.577
C: 0.57394 -3.87060 -3.95660  -0.369
C: -0.22304 -2.82837 -3.49742  -0.149
H: -2.24114 -2.21543 -3.16075  0.488
H: -3.24615 -4.32327 -4.07933  0.421
H: -1.62954 -6.10377 -4.93070  0.371
H: 1.65324 -3.89328 -3.92530  0.489
H: 0.18532 -1.87927 -3.18299  0.390
C: 1.58373 -0.48903 -0.86164  -0.111
C: 0.90484 0.71583 -1.14184  0.190
C: -0.48925 0.76736 -0.92163  -1.201
N: -1.15740 -0.30173 -0.45535  0.597
C: -0.50886 -1.49209 -0.21087  -0.513
C: 0.85741 -1.60261 -0.43868  -1.058
H: 2.65978 -0.55811 -0.80046  0.546
H: 1.47506 1.57184 -1.47121  0.012
H: -0.98796 1.68086 -1.21006  0.537
H: -1.13922 -2.29285 0.14668  0.295
H: 1.35668 -2.53576 -0.22337  0.568
C: 0.63152 4.47715 -2.49097  -0.249
C: 1.21459 4.37342 -1.18665  0.008
C: 2.57877 4.31133 -1.13259  -0.336
N: 3.36994 4.39867 -2.22094  -0.539
C: 2.86043 4.56597 -3.48251  -0.472
C: 1.49354 4.52862 -3.61689  -0.298
H: -0.41723 4.35128 -2.71608  0.398
H: 0.56435 4.33654 -0.32512  0.317
H: 3.07061 4.20723 -0.17674  0.444
H: 3.43568 4.63770 -4.39374  0.343
H: 1.00912 4.57116 -4.58122  0.403
C: 4.51099 0.99875 -2.60313  -0.125
C: 5.41400 -0.07363 -2.52870  -0.574
C: 5.12245 -1.23268 -3.26380  -0.265
N: 3.98890 -1.34140 -4.01554  -0.574
C: 3.09424 -0.29667 -4.09913  -0.520
C: 3.28635 0.85250 -3.28041  0.042
H: 4.68440 1.90700 -2.04509  0.543
H: 6.35460 -0.06995 -1.99798  0.430
H: 5.71719 -2.13338 -3.22603  0.405
H: 2.15869 -0.43471 -4.62076  0.463
H: 2.59472 1.68189 -3.29248  0.222
C: 0.98095 -1.39225 3.75823  0.041
C: 0.79085 -1.17099 5.13790  -0.553
C: 0.66527 -2.26749 6.00473  -0.324
N: 0.68791 -3.52607 5.57219  -0.577
C: 0.64857 -3.73701 4.26791  -0.440
C: 0.83599 -2.76178 3.30598  -0.363
H: 1.15079 -0.54685 3.10796  0.779
H: 0.76564 -0.16222 5.52280  0.363
H: 0.51934 -2.16031 7.06944  0.371
H: 0.69847 -4.77371 3.96931  0.385
H: 0.79822 -3.10910 2.28405  0.281
C: 4.11980 0.92926 3.90481  -1.136
C: 4.21145 1.38478 2.41232  -0.215
C: 5.06071 0.39770 1.52643  -0.165
C: 4.46112 -0.94123 1.36450  0.322
N: 3.96816 -1.96132 1.27027  -0.469
H: 3.22920 1.35219 4.36964  0.280
H: 4.98538 1.22424 4.49799  0.371
H: 3.93879 -0.13784 3.77586  0.267
H: 4.67418 2.37105 2.44765  0.448
H: 3.20373 1.48619 2.00942  -0.029
H: 6.12668 0.26559 1.71179  0.443
H: 5.17726 0.88014 0.55598  -0.033
C: -5.95767 2.77638 0.01825  -1.053
C: -5.90135 1.30163 -0.50964  -0.519
C: -4.50741 0.85005 -0.99865  0.505
C: -4.51913 -0.55083 -1.45382  0.055
N: -4.49678 -1.66436 -1.82723  -0.616
H: -5.19825 2.84226 0.79738  0.135
H: -6.93834 3.03745 0.41603  0.374
H: -5.64349 3.49641 -0.73736  0.333
H: -6.67314 1.22076 -1.27508  0.408
H: -6.24178 0.58520 0.23798  0.274
H: -3.74263 0.92584 -0.22568  -0.281
H: -4.30631 1.47962 -1.86543  0.427

Energy above the lowest of the compared OMol25 structures with the same formula, charge and spin list, top to bottom, in kcal per mole: 15.15, 82.54, 26.95